ORCA calculation (ωB97M-V/def2-TZVPD) on a cluster of 3 separate species, CH4INO in total in a non-equilibrium geometry.

Geometry as XYZ:
```
8
Properties=species:S:1:pos:R:3:forces:R:3
H 0.149 -1.134 -0.496 -0.5 0.6 -1.6
O 0.527 -0.854 1.401 -0.3 2.0 3.4
H -2.133 0.884 -0.298 3.6 0.8 -0.6
H 1.273 -2.372 0.472 -0.4 1.1 -0.7
H -1.232 1.063 -0.380 -4.0 -0.7 0.3
I -0.505 0.827 3.374 0.0 0.0 0.9
N -0.176 0.312 1.474 0.3 -0.5 -1.2
C 0.739 -1.397 0.321 1.2 -3.4 -0.5
```
Positions in Å, forces in eV/Å.

## Properties
**Kohn-Sham gap (alpha / beta)**: 7.486 / 8.121 eV
**Max |F|**: 4.05 eV/Å
**HOMO energy (alpha / beta)**: -7.96 / -8.29 eV
**Energy above the lowest of the compared OMol25 structures with the same formula, charge and spin**: 105.49 kcal/mol

---

ORCA calculation (ωB97M-V/def2-TZVPD) on a structure of composition C17H21BCl5N4O3OsPS2 in a non-equilibrium geometry.

Geometry as XYZ:
```
55
Properties=species:S:1:pos:R:3:forces:R:3
Os 0.177 0.110 -0.267 0.3 -0.5 -0.4
H 3.408 3.107 2.151 0.0 0.0 0.0
C 2.397 2.836 2.400 -0.1 0.1 0.4
H -1.115 2.278 4.630 0.0 0.0 0.0
Cl 0.079 2.595 -0.638 -0.2 0.4 -0.2
C 0.444 0.676 -2.291 0.0 0.3 0.2
N 1.836 1.660 1.982 0.4 -0.3 -0.2
Cl 0.444 4.587 -3.181 0.0 0.0 0.0
C -3.692 0.538 -2.630 0.1 0.0 0.0
H 3.679 -3.300 3.338 0.0 0.0 0.0
C 3.379 -1.249 2.559 -0.2 0.0 -0.1
C 2.017 -4.373 1.366 -0.1 0.0 0.0
H -3.700 1.380 -3.314 0.0 0.0 0.0
C -2.120 -3.189 -1.198 0.0 0.1 0.0
Cl 0.683 -1.646 -3.664 0.0 0.1 0.0
H 1.001 -4.428 0.983 0.0 0.0 0.0
H -4.463 -1.512 -0.675 0.0 0.0 0.0
C 0.620 0.073 -3.527 0.0 -0.1 -0.1
H 3.647 1.019 0.851 -0.1 0.1 -0.5
H -3.153 -3.514 -1.093 0.0 0.0 0.0
H -1.604 -3.817 -1.918 0.0 0.0 0.0
H -4.473 0.662 -1.883 0.0 0.0 0.0
H 3.970 -0.560 3.136 0.0 0.0 0.0
B 2.526 0.643 0.984 -0.3 0.1 1.0
O -2.389 0.563 -1.989 -0.2 0.1 -0.1
H 2.080 -4.948 2.285 0.0 0.0 0.0
C 3.238 -2.589 2.662 -0.1 -0.1 -0.1
O -2.114 -1.851 -1.738 0.1 -0.2 -0.2
C 1.472 3.485 3.168 0.2 -0.1 -0.1
C -4.184 -1.142 0.309 0.0 0.1 0.0
H -4.882 -0.374 0.631 0.0 0.0 0.0
S 0.938 -1.947 -0.418 -0.2 0.0 0.4
C 0.586 1.611 2.442 -0.2 -0.1 -0.4
C 1.997 -1.895 0.983 0.1 -0.1 -0.1
C 0.716 2.265 -4.608 0.0 0.1 -0.1
H -1.726 3.036 3.137 0.0 0.0 0.0
C 0.409 2.050 -2.290 -0.1 0.1 0.0
Cl 0.888 3.219 -6.016 0.0 -0.1 0.1
N 2.573 -0.818 1.518 0.2 0.1 0.1
H -4.170 -1.957 1.028 0.0 0.0 0.0
H -3.813 -0.393 -3.178 0.0 0.0 0.0
H -0.813 3.997 4.318 0.0 0.0 0.0
P -1.888 -0.503 -0.960 -0.5 0.1 0.1
N 2.353 -2.982 1.674 0.5 0.0 0.1
C -0.914 3.018 3.861 0.0 0.0 0.0
C 0.529 2.894 -3.376 0.0 -0.2 0.3
H 1.893 0.667 -0.092 0.6 0.1 -0.2
Cl 0.976 0.116 -6.201 0.0 0.0 0.0
S -0.603 0.468 1.864 -0.2 0.2 -0.2
N 0.343 2.702 3.180 0.1 0.0 0.0
C 0.758 0.865 -4.681 0.0 -0.1 0.1
H -1.617 -3.231 -0.233 0.0 0.0 0.0
H 2.713 -4.774 0.631 0.0 0.0 0.0
H 1.527 4.417 3.702 0.0 0.0 0.0
O -2.859 -0.547 0.290 -0.1 -0.2 0.0
```
Positions in Å, forces in eV/Å.

## Properties
**Kohn-Sham gap (alpha / beta)**: 5.602 / 5.603 eV
**Max |F|**: 1.08 eV/Å
**HOMO energy (alpha / beta)**: -13.90 / -13.90 eV
**Net charge**: +2

---

ORCA calculation (ωB97M-V/def2-TZVPD) on a structure of composition C54H45BrIN4O4Rb.

Geometry as XYZ:
```
110
Properties=species:S:1:pos:R:3:forces:R:3
Rb -0.238 1.268 -0.322 0.0 0.1 0.1
C 1.699 5.919 2.019 0.0 0.0 -0.1
O -0.030 -3.129 -2.511 0.0 0.1 -0.1
C -1.076 -2.798 -4.630 0.0 0.0 0.0
N -0.053 5.132 0.148 -0.1 -0.3 -0.3
H -5.280 -1.727 3.079 0.0 0.0 0.0
C -1.918 -2.138 -1.723 0.0 -0.1 -0.1
C -3.674 -2.186 0.123 -0.1 0.1 0.0
C -4.158 -1.556 1.265 0.0 0.0 0.0
H -1.353 -2.058 -5.381 0.0 0.0 0.0
C 1.660 1.363 4.659 0.0 0.2 0.0
C -5.719 -1.230 -3.583 0.0 0.0 0.0
H 1.071 2.217 4.976 0.0 0.0 0.0
C -4.706 -4.238 0.896 0.0 0.0 0.0
C -4.922 -2.241 2.194 0.0 0.1 0.1
O 0.890 -1.167 -0.632 0.0 0.2 0.0
C -0.132 -1.122 1.967 0.0 -0.1 -0.1
H 2.799 7.348 3.156 0.0 0.0 0.0
H -2.525 -2.914 -2.218 0.0 0.0 0.0
H 3.616 -1.726 3.464 0.0 0.0 0.0
C -0.671 -2.920 -1.239 -0.1 -0.1 -0.1
C -0.845 3.560 -2.984 -0.1 -0.1 -0.2
H -3.883 -0.517 1.396 0.0 0.0 0.0
H 4.654 -5.715 0.032 0.0 0.0 0.0
C -1.663 -3.190 2.970 0.0 0.1 0.0
H -1.971 -3.334 -4.315 0.0 0.0 0.0
H 1.147 -0.813 -2.900 0.0 0.0 0.0
C -1.903 5.427 -1.350 0.0 0.1 0.2
H -0.387 2.806 -3.618 0.0 0.0 0.0
H -0.378 -3.512 -5.069 0.0 0.0 0.0
C 3.886 3.093 -0.599 -0.1 0.1 0.1
C 3.205 5.286 3.757 0.0 0.1 0.0
C 2.078 1.294 3.323 0.0 0.0 -0.3
C -5.022 1.009 -3.109 0.0 0.0 -0.1
C -0.716 4.751 -1.045 0.3 0.1 0.4
C -1.121 -3.274 1.695 0.0 0.0 0.0
C 1.525 -3.382 -0.099 0.0 0.0 0.0
O -1.382 -1.315 -2.754 0.0 0.0 0.0
C 2.511 -3.338 -1.090 -0.1 0.0 0.0
C 2.567 6.303 2.992 0.1 0.0 0.1
H 3.077 0.070 1.881 0.0 0.0 0.0
H 3.944 5.565 4.502 0.0 0.0 0.0
H -1.885 -1.983 4.735 0.0 0.0 0.0
C -1.451 -2.058 3.744 -0.1 -0.1 0.0
C 1.956 0.350 5.552 0.1 -0.1 0.1
C -5.201 -3.589 2.018 0.0 -0.1 0.0
H 4.360 -4.099 -1.837 0.0 0.0 0.0
H 1.000 -4.329 1.753 0.0 0.0 0.0
H -5.096 2.078 -3.282 0.0 0.0 0.0
N -0.185 3.847 -1.866 0.1 0.1 0.1
C 3.781 -5.073 -0.009 0.0 0.0 0.0
H -4.897 -5.296 0.751 0.0 0.0 0.0
H -2.272 6.167 -0.653 0.0 0.0 0.0
H 4.267 5.117 -0.043 0.0 0.1 0.0
H -2.275 -4.002 3.343 0.0 0.0 0.0
H 1.606 0.426 6.576 0.0 0.0 0.0
H 1.222 6.653 1.383 0.0 0.0 0.0
C -5.829 0.132 -3.823 0.0 0.0 0.0
C 6.416 3.101 -1.712 0.1 0.0 0.0
I 3.096 0.253 -1.086 0.0 0.0 0.1
H 0.492 -0.319 1.596 0.0 -0.2 0.0
H -0.990 -3.913 -0.910 0.0 0.0 0.0
C -3.990 -0.835 -1.932 0.0 0.0 0.0
H -5.783 -4.132 2.754 0.0 0.0 0.0
C 2.789 0.160 2.919 0.1 0.0 0.1
C 4.359 1.929 -1.204 0.0 -0.2 0.2
H -6.346 -1.930 -4.125 0.0 0.0 0.0
H -6.538 0.504 -4.554 0.0 0.0 0.0
H -4.756 -2.770 -2.462 0.0 0.0 0.0
H 2.399 -2.613 -1.883 0.0 0.0 0.0
H 0.394 -0.433 -4.475 0.0 0.0 0.0
H 1.496 -1.817 -4.333 0.0 0.0 0.0
C 4.658 4.242 -0.544 0.0 -0.1 0.0
C -0.687 -1.021 3.233 0.1 0.0 0.0
C 1.412 4.557 1.749 -0.1 0.0 -0.1
H -3.477 1.180 -1.597 0.0 0.0 0.0
Br 6.394 0.408 -2.556 0.0 0.0 0.0
H -2.543 3.843 -4.264 0.0 0.0 0.0
C -0.436 -2.111 -3.428 0.0 0.0 0.1
H 2.901 3.084 -0.145 0.0 0.0 0.0
C 5.632 1.955 -1.746 0.1 0.0 -0.1
C 2.938 3.974 3.560 -0.1 -0.3 -0.2
C 3.614 -4.169 -1.053 0.1 0.0 0.0
H 6.546 5.134 -1.067 0.0 0.0 0.0
H 3.463 3.229 4.140 0.0 0.0 0.0
H 2.948 -5.798 1.828 0.0 0.0 0.0
H -0.493 -0.134 3.826 0.0 0.0 0.0
H 2.890 -1.572 5.835 0.0 0.0 0.0
H -3.516 5.593 -2.740 0.0 0.0 0.0
H 7.407 3.080 -2.144 0.0 0.0 0.0
C 1.986 3.500 2.553 0.2 0.0 0.3
O -2.367 -0.212 -0.303 0.0 -0.1 0.2
C 5.927 4.247 -1.110 0.0 0.0 0.0
N 1.690 2.238 2.369 -0.1 0.2 0.1
C -0.338 -2.247 1.170 0.1 0.1 0.0
H -1.307 -4.170 1.116 0.0 0.0 0.0
N 0.618 4.196 0.694 -0.2 0.4 -0.3
C 2.826 -5.120 0.989 0.0 0.0 0.0
C 0.734 -1.232 -3.813 0.0 0.0 -0.1
C 3.083 -0.851 3.818 0.0 0.0 -0.1
C 0.360 -2.341 -0.211 0.1 0.0 0.1
C -2.577 5.107 -2.503 -0.1 0.0 -0.2
C -4.812 -1.703 -2.643 0.0 0.0 0.0
C 2.677 -0.768 5.142 -0.1 0.1 0.1
H -3.580 -4.081 -0.903 0.0 0.0 0.0
C -2.908 -1.281 -0.876 0.1 0.1 -0.2
C -3.959 -3.540 -0.044 0.0 0.0 0.0
C -2.044 4.143 -3.354 0.0 0.0 0.1
C 1.712 -4.285 0.941 0.0 0.0 0.0
C -4.117 0.527 -2.176 0.0 0.0 0.0
```
Positions in Å, forces in eV/Å.

## Properties
**Kohn-Sham gap**: 5.681 eV
**Max |F|**: 0.52 eV/Å
**HOMO energy**: -2.09 eV
**Energy above the lowest of the compared OMol25 structures with the same formula, charge and spin**: 5.22 kcal/mol
**Net charge**: -2

---

ORCA calculation (ωB97M-V/def2-TZVPD) on a cluster of 12 separate species, C13H50N4O12 in total in a non-equilibrium geometry.

Geometry as XYZ:
```
79
Properties=species:S:1:pos:R:3:forces:R:3
H -16.647 16.024 7.907 0.1 -0.5 0.8
H -12.132 15.936 9.683 -0.3 -0.9 0.3
H -10.044 15.982 7.270 -0.4 0.4 -0.8
H -14.473 15.952 10.988 0.0 -0.6 -0.5
O -14.804 13.499 5.756 0.6 -0.9 1.5
H -12.932 19.819 7.770 -0.2 -1.9 0.0
O -11.549 14.333 8.445 0.2 0.5 1.4
H -15.348 17.172 12.822 -0.5 -0.8 0.1
H -10.651 15.220 10.221 -0.8 -0.7 -0.5
O -10.478 17.396 11.161 0.3 -1.0 1.5
O -11.237 22.151 10.420 0.4 -0.2 0.2
H -14.413 20.292 10.642 0.3 -0.3 0.1
H -18.548 16.089 9.820 -0.8 -0.1 -0.9
H -12.210 17.933 10.384 0.1 0.7 0.1
H -11.518 19.082 7.172 -0.9 -0.5 -0.2
H -10.773 18.275 9.379 -0.6 0.5 0.6
O -14.532 19.877 9.786 1.1 -1.1 1.6
H -12.522 19.396 5.720 0.0 -0.3 0.2
H -15.600 17.714 6.181 -0.2 1.5 -0.7
H -8.998 17.396 7.198 0.5 -0.1 -0.3
C -17.501 16.283 9.911 0.7 -2.1 0.0
C -9.254 19.731 5.760 -3.8 -2.1 1.8
H -14.642 15.297 4.859 -0.8 0.5 -0.5
H -9.575 17.663 11.115 1.1 0.0 0.2
H -17.290 17.272 9.671 0.1 2.2 0.8
H -16.737 17.674 4.171 -1.4 -0.9 -0.3
H -10.664 19.906 4.422 -1.3 -0.1 0.0
H -8.456 14.897 8.370 -0.6 -2.0 1.6
H -11.378 23.078 10.393 0.0 1.3 0.5
H -16.067 20.151 8.528 -0.2 -0.1 -0.4
N -12.547 18.930 7.381 2.1 3.2 -1.4
H -17.342 15.880 10.919 0.7 0.8 0.0
H -11.305 15.068 7.833 -0.8 -0.6 0.7
O -12.285 19.629 4.815 -0.2 -0.3 -2.0
C -16.634 15.521 8.908 -0.8 -1.0 -0.1
H -7.685 19.600 6.744 1.1 0.0 0.4
C -11.655 14.938 9.788 0.9 0.3 -0.5
N -7.953 19.759 5.796 2.0 -0.2 4.0
C -15.262 20.704 8.994 -2.5 2.0 0.6
O -12.273 16.583 7.005 -3.5 5.7 1.5
C -12.988 17.685 7.479 4.6 -5.3 -0.2
H -12.541 17.517 4.577 0.5 1.2 -0.8
O -13.970 15.889 11.800 -0.1 -1.8 0.3
H -16.562 19.181 5.724 -1.2 1.2 0.8
O -15.905 18.094 4.165 1.2 0.6 -0.6
H -12.682 21.457 9.210 -0.9 -1.0 0.2
H -13.131 14.940 5.623 -2.1 -0.9 0.6
H -14.161 17.796 11.761 0.1 1.2 0.2
N -9.687 19.778 4.535 -1.7 0.6 -1.5
H -11.008 20.784 8.963 -0.8 1.0 -0.5
H -13.564 18.563 3.520 1.8 -0.1 0.3
O -8.174 15.527 7.764 1.7 2.0 -1.3
H -14.929 14.644 9.065 1.2 -1.9 -0.5
H -9.120 19.865 3.731 0.8 0.1 -0.3
H -14.591 15.319 6.640 0.0 0.5 0.1
H -14.259 18.396 8.760 -0.6 0.8 1.1
C -14.323 17.014 12.491 0.0 2.1 -0.4
C -15.730 18.607 5.461 1.9 -2.3 0.7
H -14.664 21.195 8.280 0.8 0.6 -1.3
C -9.205 16.476 7.722 -1.5 -0.1 1.1
C -12.494 18.473 3.955 -2.6 -0.5 0.7
C -11.642 21.690 9.160 0.3 -0.6 -1.0
H -7.250 19.945 5.129 0.0 0.2 -0.9
H -11.703 22.453 8.338 1.2 -0.5 0.6
H -11.756 18.404 3.134 -0.2 0.2 0.6
H -13.690 17.197 13.330 0.6 -0.1 0.6
O -15.241 15.454 9.389 -2.5 1.1 0.1
H -12.148 14.257 10.546 0.3 0.8 -1.3
C -14.299 14.795 5.737 2.7 1.4 -0.8
H -11.073 19.389 10.832 -0.5 -1.5 -0.5
H -14.302 16.631 8.630 0.3 1.2 -0.3
C -11.180 18.313 10.427 -0.3 1.6 -1.6
H -15.738 21.526 9.602 0.2 -0.7 -0.6
H -14.477 13.237 6.644 -0.5 -0.7 -1.0
H -9.617 16.763 8.728 0.8 -0.2 -0.5
H -17.091 14.488 8.808 1.0 0.9 -0.1
N -13.936 17.566 8.357 -1.9 -3.0 -0.1
O -10.064 19.447 6.794 4.2 1.9 -3.2
H -14.799 19.192 5.464 -0.4 -0.1 0.1
```
Positions in Å, forces in eV/Å.

## Properties
**Kohn-Sham gap**: 9.061 eV
**Max |F|**: 7.02 eV/Å
**HOMO energy**: -8.86 eV
**Energy above the lowest of the compared OMol25 structures with the same formula, charge and spin**: 82.84 kcal/mol
**SMILES**: NC(N)=O.NC(N)=O.CCO.CO.CO.CO.CO.CO.CO.CO.CO.CO